Entry 1:
23
Properties=species:S:1:pos:R:3 method="wB97M-V/def2-TZVPD" energy_ha=-1305.558009 e_homo_ev=-11.28 total_charge=+1 lumo_ev=-4.6 orbital_gap_ev=6.65 relative_energy_kj_mol=110.9
O 4.14686 1.63236 -5.83398
C 3.92082 1.05455 -4.85897
Sr 2.27214 0.04684 -1.18435
C 1.67595 -0.97883 1.13661
O 1.62204 -1.77190 1.96897
C 0.53920 1.95951 0.08799
O -0.17822 2.84370 0.45494
C 0.04525 -0.31530 -1.92473
O -0.82680 -0.73716 -2.64203
C 3.57486 1.71386 0.14771
O 4.48040 2.35198 0.41413
H 1.92759 1.91130 -2.36014
Cl -3.15279 -3.40274 0.31714
C -2.49661 -1.93373 0.81725
C -3.08380 -1.20648 1.85157
C -2.47731 -0.02377 2.26596
C -1.30958 0.38913 1.62555
N -0.83092 -0.30808 0.63739
C -1.32589 -1.46063 0.22393
H -3.97422 -1.57746 2.33332
H -2.86241 0.55932 3.07867
H -0.82861 1.30290 2.00145
H -0.85792 -2.04935 -0.55838



Entry 2:
21
Properties=species:S:1:pos:R:3 method="wB97M-V/def2-TZVPD" energy_ha=-274.950409 e_homo_ev=-7.88 lumo_ev=0.8 orbital_gap_ev=8.70 relative_energy_kj_mol=435.4
C -0.23461 1.96303 0.55446
C 0.35826 0.95473 -0.36948
C -1.91933 -0.65051 -0.77298
C -1.82529 -0.81939 0.74540
C 1.20713 -0.01678 0.25853
C 2.54177 0.05544 -0.52850
C 1.73616 -1.17516 -0.57448
H -0.22020 1.77033 1.64116
H 0.34948 2.87326 0.35532
H -1.25718 2.21610 0.24651
H -2.78208 -1.21202 -1.14271
H -2.04481 0.39075 -1.09151
H -1.02877 -1.01643 -1.29276
H -1.01277 -0.26679 1.21944
H -2.74480 -0.47290 1.22405
H -1.66875 -1.87044 1.00776
H 1.30692 -0.14378 1.34398
H 2.51278 0.70172 -1.39779
H 3.43359 0.10363 0.08574
H 2.08448 -2.03109 -0.00343
H 1.20298 -1.41304 -1.48934



Entry 3:
26
Properties=species:S:1:pos:R:3 method="wB97M-V/def2-TZVPD" energy_ha=-403.040579 e_homo_ev=-8.44 lumo_ev=1.0 orbital_gap_ev=9.45 relative_energy_kj_mol=88.2
C 0.91594 -0.79082 0.63986
C -0.33426 -1.03782 -0.19246
C 0.93984 -1.40431 2.00603
C -0.76994 -2.50917 -0.12309
C -0.07780 -0.66820 -1.66465
N -1.32770 -0.18446 0.45438
N 1.71912 0.12324 0.26770
H -2.20594 -0.25465 -0.05377
H 2.54248 0.23652 0.85631
H 0.79945 1.65538 0.18276
H -0.02769 -1.23663 2.47640
H 1.72868 -0.97435 2.62268
H 1.10389 -2.47892 1.93040
H -1.09586 -2.76517 0.88116
H 0.21252 0.37417 -1.75141
H 0.03806 -3.17401 -0.42760
H -1.60951 -2.66480 -0.79858
H -0.99529 -0.80736 -2.23579
H 0.71379 -1.28633 -2.08340
C -0.24767 3.24888 -0.92253
N -0.09331 2.35584 0.21705
H -0.01514 2.90054 1.07069
H -0.99315 0.91097 0.35566
H -1.14510 3.85845 -0.80218
H -0.37836 2.64983 -1.82421
H 0.60294 3.92317 -1.08143



Entry 4:
79
Properties=species:S:1:pos:R:3 method="wB97M-V/def2-TZVPD" energy_ha=-4370.167824 s_squared=3.7590 e_homo_ev="-17.16 / -17.99" total_charge=+3 lumo_ev="-9.8 / -9.8" orbital_gap_ev="7.33 / 8.16" relative_energy_kj_mol=0.0 spin_multiplicity=4
V -0.03373 0.58413 1.53471
C -1.40200 1.89301 3.89418
C -2.56107 1.50858 2.99747
N -2.13455 1.43542 1.56922
C -2.08148 2.76406 0.90277
C -0.75523 3.45512 1.10323
C -0.59898 4.82465 1.04091
C 0.67631 5.35424 1.20899
C 1.75045 4.50946 1.44325
C 1.52035 3.14520 1.49805
C 2.62681 2.14433 1.73531
N 2.11969 0.80779 2.15147
C 2.13069 0.62394 3.63181
C 0.99880 1.39747 4.27065
N -0.28444 0.94208 3.68266
N 0.29131 2.64378 1.32339
H -1.72333 1.90499 4.93737
H -1.04105 2.89441 3.65972
H -3.38506 2.21485 3.12057
H -2.93643 0.52151 3.27456
H -2.84937 0.89833 1.08964
H -2.89785 3.40420 1.24539
H -2.22743 2.60746 -0.16961
H -1.45101 5.47059 0.87632
H 0.82761 6.42514 1.17073
H 2.74695 4.90343 1.59264
H 3.32539 2.53570 2.47888
H 3.19592 2.02522 0.81084
H 2.76910 0.12150 1.78133
H 3.09050 0.93216 4.05218
H 2.01370 -0.44393 3.82962
H 1.09697 2.46648 4.07472
H 1.01300 1.26612 5.35378
H -0.53881 0.07632 4.15741
C 1.16178 -6.75121 0.59477
C 0.22164 -5.77919 -0.10325
C 0.63427 -4.32281 0.12288
C -0.31355 -3.35956 -0.62534
Ge 0.36787 -1.60229 -0.21734
C 2.12605 -1.08273 -0.85329
C 2.11653 -0.64324 -2.32997
C 1.38731 -1.58468 -3.28483
C 2.00244 -2.97639 -3.36451
H 0.84082 -7.77860 0.43331
H 1.18366 -6.57940 1.67224
H 2.18054 -6.66031 0.21506
H -0.80160 -5.91679 0.25607
H 0.20600 -5.97507 -1.17887
H 1.66633 -4.19085 -0.21849
H 0.62454 -4.11142 1.19888
H -1.33650 -3.50513 -0.28020
H -0.27503 -3.52869 -1.70172
H 0.07911 -1.32661 1.34075
H 2.75849 -1.96139 -0.70076
H 2.53864 -0.27731 -0.24751
H 3.15796 -0.54669 -2.64469
H 1.68421 0.35712 -2.39411
H 1.39262 -1.13076 -4.27734
H 0.32162 -1.65251 -3.00973
H 3.03605 -2.91711 -3.70686
H 1.46186 -3.60931 -4.06709
H 2.01029 -3.49036 -2.40004
C -2.72098 -1.03416 -1.10971
C -1.67610 -0.04545 -1.50237
O -0.59570 0.04982 -0.77797
C -1.82535 0.81666 -2.61604
C -2.94788 0.69183 -3.46872
C -3.06423 1.50217 -4.57543
C -2.07977 2.45208 -4.83891
C -0.97055 2.60168 -4.00116
C -0.83725 1.79074 -2.90112
H -2.50223 -1.47735 -0.14017
H -2.79871 -1.83291 -1.85223
H -3.69910 -0.55230 -1.07152
H -3.71371 -0.04665 -3.27506
H -3.91346 1.40149 -5.23665
H -2.17661 3.08720 -5.71059
H -0.22180 3.34796 -4.22753
H 0.01770 1.89275 -2.24697



Entry 5:
13
Properties=species:S:1:pos:R:3 method="wB97M-V/def2-TZVPD" smiles="N[C@H](Cl)[C@@H](Cl)S(=O)(=O)[O-]" energy_ha=-1677.744730 e_homo_ev=-5.30 total_charge=-1 lumo_ev=3.4 orbital_gap_ev=8.75 relative_energy_kj_mol=0.0
C -0.51824 0.49695 -0.43546
C -1.50588 0.05460 0.60308
N 0.77938 0.82538 0.10548
O -2.37757 -1.46909 -1.27669
O -3.71387 0.53160 -0.81691
O -3.71136 -1.32849 0.76575
S -3.01018 -0.61055 -0.28128
Cl -1.12212 1.93344 -1.28308
Cl -2.02461 1.29136 1.69884
H -0.51636 -0.30374 -1.19577
H -1.12059 -0.78944 1.17589
H 1.45068 0.97193 -0.63867
H 1.10170 0.08583 0.71757



Entry 6:
107
Properties=species:S:1:pos:R:3 method="wB97M-V/def2-TZVPD" energy_ha=-3924.229103 e_homo_ev=-5.32 total_charge=-1 lumo_ev=0.7 orbital_gap_ev=5.99 relative_energy_kj_mol=109.0
Ba -0.70836 0.27264 0.03238
C -2.14563 1.80456 -3.19734
N -2.77913 0.76114 -2.40387
C -4.02632 1.26201 -1.84082
C -3.03231 -0.42977 -3.20413
C -1.76096 -1.16523 -3.59833
N -1.05316 -1.73105 -2.45520
C -1.65054 -3.00204 -2.06193
C 0.35925 -1.92430 -2.75852
H -2.73880 2.04919 -4.09553
H -1.14355 1.50699 -3.50713
H -2.04560 2.69961 -2.58943
H -4.74850 1.53964 -2.62678
H -3.82428 2.13742 -1.22541
H -4.47891 0.50146 -1.20444
H -3.58279 -0.16907 -4.12614
H -3.67734 -1.09574 -2.62693
H -1.09028 -0.47502 -4.11192
H -2.02259 -1.95386 -4.32311
H -1.60976 -3.73510 -2.88408
H -2.69152 -2.86666 -1.77048
H -1.11827 -3.41252 -1.20701
H 0.51161 -2.62791 -3.59396
H 0.87540 -2.30625 -1.87672
H 0.80940 -0.96365 -3.01396
O 3.16407 -0.91269 1.54881
C 1.95346 -0.68562 1.54655
O 1.09915 -0.97015 0.64956
C 1.38763 0.04740 2.76683
C 1.98808 -0.09847 4.01004
C 1.44876 0.57234 5.09307
C 0.34716 1.39193 4.89447
C -0.17452 1.49679 3.61686
N 0.32257 0.83258 2.57295
H 2.85775 -0.73375 4.09736
H 1.87976 0.45985 6.08005
H -0.10834 1.93515 5.71094
H -1.03572 2.12570 3.42007
Cl -3.40756 6.99054 2.64566
C -3.08186 5.35372 2.13005
C -3.67070 4.31453 2.79335
C -3.42657 2.99411 2.39887
I -4.31435 1.41587 3.44451
C -2.59558 2.65166 1.32775
O -2.36166 1.45092 0.95477
C -1.98215 3.77345 0.63788
N -1.17309 3.46701 -0.40900
C -0.60374 4.43890 -1.07428
C -0.77308 5.79825 -0.75569
C -1.57717 6.13114 0.29583
C -2.22206 5.11430 1.03429
H -4.33131 4.51445 3.62582
H 0.02716 4.14810 -1.90967
H -0.26775 6.55708 -1.33810
H -1.73686 7.16411 0.57386
C 5.50706 -0.02041 0.47479
O 5.29595 0.30016 -0.89679
C 6.30928 0.78203 -1.63229
C 7.59494 1.03916 -1.16700
C 8.58171 1.47998 -2.03979
C 8.30501 1.67103 -3.38403
C 7.01467 1.45082 -3.84592
C 6.01832 1.03187 -2.98275
N 4.70749 0.77693 -3.46847
C 3.55264 1.15038 -2.89912
C 3.33877 2.19647 -2.03610
C 4.26265 3.27420 -1.81690
C 4.09530 4.13622 -0.79104
C 3.01793 3.92628 0.13400
C 2.10230 2.95048 -0.04635
C 2.13159 2.08906 -1.21772
O 1.23339 1.26458 -1.45546
H 4.57871 -0.47622 0.81315
H 5.71880 0.88518 1.04921
H 6.32968 -0.73126 0.58519
H 7.82855 0.87967 -0.12454
H 9.57579 1.66997 -1.65669
H 9.07648 2.00125 -4.06566
H 6.76673 1.61965 -4.88710
H 4.64193 0.06097 -4.17398
H 2.70507 0.51566 -3.13274
H 5.08011 3.41357 -2.51251
H 4.76962 4.97086 -0.65576
H 2.94413 4.56983 1.00320
H 1.30024 2.79163 0.66402
O -7.48202 -7.60376 1.67728
S -7.17441 -7.12687 3.01900
O -7.56259 -5.75690 3.28412
O -7.46188 -8.06025 4.08755
C -5.35307 -7.08171 2.91228
N -4.69655 -8.23054 3.09340
C -3.38563 -8.18834 2.91878
C -2.70467 -7.03386 2.56540
C -3.47633 -5.89236 2.40634
N -4.79277 -5.92266 2.58770
C -2.90900 -4.57249 2.00856
C -3.76298 -3.49045 1.81755
C -3.23003 -2.28030 1.41240
N -1.93054 -2.08518 1.17548
C -1.10936 -3.11673 1.38667
C -1.54908 -4.36216 1.80098
H -2.85013 -9.12204 3.06479
H -1.63330 -7.04249 2.42828
H -4.82330 -3.61928 1.98846
H -3.87247 -1.41839 1.26247
H -0.05771 -2.92751 1.20429
H -0.82557 -5.15140 1.95075



Entry 7:
107
Properties=species:S:1:pos:R:3 method="wB97M-V/def2-TZVPD" smiles="CC[C@@H](I)[C@@](Cl)(CO[C@@](CC[C@@](F)(Br)C(F)(F)Br)(CC(=O)N(C)C)N(C)C(C)=O)O[C@H](O)[PH2]=N.CCOC(C)=O.CCOC(C)=O.CCOC(C)=O" energy_ha=-8714.835695 e_homo_ev=-8.42 lumo_ev=0.5 orbital_gap_ev=8.89
C -2.92575 5.70373 -3.80248
C -4.04194 4.69383 -3.47844
C -3.66633 3.71422 -2.35698
I -5.27884 3.50833 -0.95887
C -3.11313 2.31769 -2.76590
Cl -2.29880 2.47854 -4.36337
C -2.03327 1.89298 -1.76131
O -1.53167 0.63997 -2.13125
C -1.22925 -0.36020 -1.15459
C -2.52749 -1.02618 -0.62654
C -3.21633 -0.39217 0.59516
C -3.96802 -1.41795 1.45332
F -4.25899 -2.55872 0.73158
Br -2.94708 -1.96194 3.01918
C -5.34951 -0.91507 1.93594
F -6.01519 -1.88136 2.60296
F -6.08928 -0.59730 0.82558
Br -5.26130 0.65082 3.06154
C -0.43765 -1.41512 -1.96619
C 0.14926 -0.89572 -3.25806
O -0.47943 -0.85227 -4.30758
N 1.51393 -0.48211 -3.16040
C 2.39700 -1.65047 -3.27974
C 1.83107 0.54562 -4.14329
N -0.48047 0.28776 -0.07367
C 0.70422 1.07107 -0.49041
C -0.17123 -0.56497 1.00619
C 0.46096 0.10189 2.19444
O -0.44770 -1.75836 0.98770
O -4.06365 1.29212 -2.78567
C -4.89394 1.12162 -3.91362
O -6.22615 0.94873 -3.53149
P -4.39406 -0.44716 -4.78208
N -4.52719 -1.75797 -3.92377
H -3.35465 6.68778 -3.99907
H -2.20483 5.78620 -2.98992
H -2.38451 5.41346 -4.70465
H -4.30350 4.15039 -4.38462
H -4.93764 5.24138 -3.18487
H -2.88151 4.16409 -1.74662
H -1.22815 2.63161 -1.83452
H -2.44943 1.93942 -0.75314
H -2.31561 -2.07105 -0.42260
H -3.21609 -0.98517 -1.46781
H -2.53017 0.15792 1.23212
H -3.95744 0.33561 0.25054
H 0.34912 -1.83453 -1.34245
H -1.12232 -2.21893 -2.24727
H 2.08862 -2.30810 -4.10369
H 3.40989 -1.31254 -3.48867
H 2.39828 -2.22909 -2.36150
H 1.24218 1.44289 -3.94241
H 2.88570 0.80961 -4.03720
H 1.65372 0.22989 -5.17736
H 0.55091 1.45326 -1.49545
H 1.62184 0.48574 -0.47943
H 0.82583 1.92297 0.18140
H 0.16366 -0.46301 3.07759
H 1.54660 0.08664 2.09128
H 0.11777 1.12713 2.30452
H -4.87047 1.99692 -4.56410
H -6.34072 0.05630 -3.18077
H -3.13050 -0.20492 -5.33635
H -5.22913 -0.42944 -5.91023
H -4.70960 -1.55757 -2.94828
O 2.95725 -3.97507 -0.73585
C 3.96002 -4.56896 -1.00884
O 4.92897 -3.90686 -1.67585
C 6.21019 -4.48062 -1.94710
C 6.20723 -5.32507 -3.20381
C 4.13295 -6.03622 -0.69242
H 6.57233 -5.03536 -1.08074
H 6.86588 -3.62080 -2.07217
H 5.54377 -6.18464 -3.11005
H 7.21251 -5.69076 -3.41368
H 5.86871 -4.73093 -4.05200
H 3.65451 -6.61090 -1.48472
H 3.61224 -6.23923 0.23895
H 5.16481 -6.36261 -0.59788
O 0.10398 1.38025 5.06154
C -0.38818 0.83294 6.00732
O -1.17657 -0.23248 5.76902
C -1.73945 -1.04011 6.80702
C -3.04028 -0.47014 7.33029
C -0.20616 1.33499 7.42051
H -1.01064 -1.20546 7.60162
H -1.91493 -2.00232 6.32923
H -2.89483 0.50405 7.79791
H -3.47449 -1.14296 8.06984
H -3.74890 -0.34859 6.51137
H -0.93111 2.12977 7.59270
H 0.79131 1.75798 7.49941
H -0.32948 0.57756 8.18946
O 3.72660 1.58888 0.53980
C 4.40726 1.66057 1.52322
O 4.08174 2.57858 2.45296
C 4.71830 2.64449 3.73138
C 6.00361 3.44421 3.69384
C 5.62725 0.79030 1.71617
H 4.86905 1.64248 4.13487
H 3.98446 3.13583 4.36723
H 6.74920 2.97976 3.04839
H 6.42406 3.52719 4.69622
H 5.80868 4.44668 3.31428
H 6.46214 1.25746 1.19472
H 5.42648 -0.17073 1.25070
H 5.90888 0.62814 2.75278



Entry 8:
94
Properties=species:S:1:pos:R:3 method="wB97M-V/def2-TZVPD" smiles="NC(N)=O.NC(N)=O.NC(N)=O.OCCO.OCCO.OCCO.OCCO.OCCO.OCCO.OCCO" energy_ha=-2287.748227 e_homo_ev=-9.61 lumo_ev=0.4 orbital_gap_ev=9.99 relative_energy_kj_mol=35.2
C 10.36876 10.94604 14.89186
C 11.71836 10.29803 14.58858
O 12.28881 10.67291 13.36712
O 10.57388 12.37830 14.67455
H 10.07570 10.70577 15.95215
H 9.65136 10.66527 14.06556
H 11.64959 9.19981 14.55519
H 12.44652 10.53831 15.41014
H 13.22017 10.98434 13.33618
H 9.71968 12.76158 14.88967
C 17.08530 12.11040 13.10113
C 15.58597 12.39965 13.03833
O 14.87419 11.19979 12.84564
O 17.63636 11.92116 11.73196
H 17.30843 11.15549 13.63520
H 17.62360 12.91538 13.59409
H 15.50018 13.13774 12.23404
H 15.21657 12.84993 13.94109
H 15.13451 10.90854 11.98321
H 17.94268 12.78858 11.55714
C 17.15873 15.17376 9.72799
C 16.01183 15.12441 10.81306
O 14.78215 15.59386 10.25045
O 18.27133 14.31548 10.13416
H 17.61729 16.13644 9.53249
H 16.74247 14.82859 8.76512
H 16.22477 15.74770 11.69485
H 15.94220 14.05005 10.95474
H 14.42158 14.94564 9.67417
H 18.99678 14.91826 10.37679
C 7.14179 13.23682 13.92202
C 5.99415 14.24322 14.04778
O 5.10171 13.80959 15.05088
O 7.99869 13.27587 15.03580
H 7.76630 13.45589 13.05538
H 6.71528 12.23025 13.76585
H 5.67071 14.50951 13.05908
H 6.45989 15.17908 14.33653
H 4.23085 14.24274 15.03488
H 7.38057 13.19158 15.85564
C 14.87306 15.15524 15.88006
C 16.13611 15.34264 15.14674
O 16.68529 16.62758 15.37661
O 13.86386 16.06757 15.40628
H 15.11181 15.39691 16.91784
H 14.40384 14.16259 15.90207
H 15.91902 15.16539 14.10855
H 16.91419 14.65267 15.54010
H 15.99194 17.28315 15.40026
H 13.66265 15.99401 14.49587
C 17.27352 9.54256 9.71146
C 16.81957 9.49299 8.22929
O 16.22401 8.28118 7.86402
O 16.06902 9.42380 10.50516
H 17.71553 10.52464 9.91041
H 18.01677 8.70057 9.87155
H 17.76341 9.61074 7.70604
H 16.21417 10.42009 7.96988
H 15.33658 8.26444 8.22423
H 15.85787 8.50105 10.66421
C 11.89395 14.10845 11.22770
C 12.58790 14.38497 12.59528
O 13.13148 15.70287 12.61705
O 11.58757 12.73966 11.09260
H 12.63632 14.22290 10.44724
H 11.02042 14.66714 10.92759
H 13.46912 13.69144 12.63818
H 11.92427 14.14406 13.42302
H 13.64038 15.92614 11.80184
H 11.36452 12.40904 11.95507
C 14.10993 12.60145 8.53728
O 13.84196 13.79469 8.56070
N 14.39528 11.95026 9.71594
N 14.25605 11.85500 7.38047
H 14.15004 12.43071 10.60068
H 14.84193 11.07317 9.78270
H 14.26491 12.41269 6.58039
H 13.94208 10.85172 7.40606
C 12.58774 9.72540 9.47072
O 13.39940 9.38847 8.61949
N 11.63074 10.67821 9.14068
N 12.59711 9.24729 10.73971
H 11.20176 11.24668 9.84960
H 11.76322 11.16725 8.27021
H 12.23585 9.69072 11.61032
H 13.32754 8.58951 10.95996
C 19.16528 16.43351 12.89541
O 20.04250 16.11725 12.07700
N 19.20657 15.99176 14.16443
N 18.23661 17.26599 12.50276
H 18.43500 16.15737 14.75346
H 19.74999 15.13930 14.20050
H 17.60521 17.66757 13.18007
H 18.50903 18.01503 11.86822



Calculated max |F| in order - 10.8, 0.4, 3.3, 1.3, 1.3, 3.1, 1.5, 4.6 eV/A